Molecular formula: C46H116O12
Method: DFT, wB97M-V/def2-TZVPD

Calculated values
- SMILES = CC(C)O.CC(C)O.CCOCC.CCOCC.CCOCC.CCOCC.CCOCC.CCOCC.CCOCC.CCOCC.CCOCC.CCOCC
- DFT total energy (Eh) = -2724.85985
- E_HOMO (eV) = -9.57
- frontier orbital gap (eV) = 10.196

Positions of all 174 atoms, in Å:
1 C -2.129 2.305 -3.416
2 C -1.592 0.851 -3.391
3 C -2.611 -0.145 -2.761
4 O -1.460 0.502 -4.743
5 H -2.344 2.738 -2.439
6 H -2.998 2.398 -4.067
7 H -1.416 3.020 -3.829
8 H -0.667 0.800 -2.816
9 H -3.547 -0.116 -3.319
10 H -2.779 0.066 -1.704
11 H -2.255 -1.165 -2.900
12 H -0.974 -0.326 -4.777
13 C 0.334 3.941 -1.291
14 C 0.378 4.779 0.024
15 C 1.319 6.013 0.038
16 O -0.860 5.232 0.329
17 H -0.344 3.089 -1.331
18 H 1.354 3.659 -1.553
19 H 0.074 4.603 -2.116
20 H 0.695 4.026 0.745
21 H 2.333 5.669 -0.165
22 H 1.220 6.436 1.038
23 H 1.071 6.771 -0.704
24 H -1.244 5.545 -0.493
25 C 1.756 4.119 3.530
26 C 1.131 2.877 4.218
27 O 2.188 1.903 4.357
28 C 1.860 0.710 4.985
29 C 3.120 -0.127 5.108
30 H 0.978 4.873 3.420
31 H 2.590 4.528 4.101
32 H 2.161 3.955 2.531
33 H 0.669 3.117 5.176
34 H 0.344 2.459 3.590
35 H 1.499 0.948 5.985
36 H 1.103 0.196 4.394
37 H 2.929 -0.930 5.820
38 H 3.964 0.467 5.459
39 H 3.513 -0.475 4.152
40 C -1.332 0.323 2.123
41 C 0.029 0.457 1.445
42 O 0.083 -0.403 0.308
43 C 1.315 -0.411 -0.392
44 C 1.167 -1.312 -1.672
45 H -1.381 -0.657 2.596
46 H -1.543 1.105 2.853
47 H -2.060 0.369 1.313
48 H 0.197 1.502 1.188
49 H 0.828 0.071 2.079
50 H 1.496 0.623 -0.684
51 H 2.125 -0.675 0.289
52 H 1.293 -2.359 -1.396
53 H 1.930 -1.046 -2.403
54 H 0.219 -1.141 -2.182
55 C 1.547 -3.057 2.806
56 C 1.813 -4.028 1.743
57 O 1.745 -5.351 2.192
58 C 2.945 -5.975 2.600
59 C 2.574 -7.449 2.864
60 H 2.267 -3.163 3.617
61 H 1.708 -2.099 2.311
62 H 0.582 -3.113 3.310
63 H 1.046 -3.961 0.971
64 H 2.701 -3.827 1.144
65 H 3.746 -5.985 1.861
66 H 3.382 -5.573 3.515
67 H 2.085 -7.916 2.009
68 H 1.873 -7.538 3.694
69 H 3.406 -8.095 3.146
70 C -8.539 2.265 -1.485
71 C -7.335 1.376 -1.599
72 O -6.929 0.873 -0.311
73 C -5.714 0.101 -0.382
74 C -5.440 -0.497 0.993
75 H -8.317 3.019 -0.730
76 H -8.715 2.847 -2.389
77 H -9.435 1.716 -1.195
78 H -7.494 0.581 -2.327
79 H -6.513 1.980 -1.983
80 H -5.856 -0.728 -1.075
81 H -4.847 0.698 -0.662
82 H -4.405 -0.840 0.998
83 H -6.263 -1.113 1.353
84 H -5.531 0.201 1.824
85 C -4.054 -0.376 4.443
86 C -5.052 0.771 4.597
87 O -4.911 0.944 5.978
88 C -5.773 1.981 6.447
89 C -5.316 2.089 7.907
90 H -4.347 -1.154 5.147
91 H -4.167 -0.797 3.444
92 H -3.013 -0.067 4.534
93 H -4.762 1.653 4.025
94 H -6.091 0.511 4.396
95 H -5.538 2.958 6.025
96 H -6.815 1.751 6.227
97 H -4.298 2.476 7.903
98 H -5.427 1.143 8.437
99 H -5.993 2.732 8.469
100 C 3.916 1.899 1.211
101 C 4.757 0.645 1.080
102 O 4.535 0.116 -0.212
103 C 5.230 -1.114 -0.360
104 C 4.950 -1.807 -1.707
105 H 4.191 2.452 2.109
106 H 4.019 2.637 0.415
107 H 2.850 1.679 1.267
108 H 5.795 0.971 1.150
109 H 4.557 -0.097 1.853
110 H 6.276 -0.875 -0.170
111 H 4.934 -1.754 0.470
112 H 3.916 -2.148 -1.751
113 H 5.642 -2.635 -1.861
114 H 5.028 -1.094 -2.527
115 C 1.844 2.002 -5.059
116 C 3.197 1.953 -4.418
117 O 3.344 3.243 -3.821
118 C 4.622 3.425 -3.248
119 C 4.486 4.763 -2.604
120 H 1.824 2.770 -5.833
121 H 1.545 1.020 -5.426
122 H 1.120 2.353 -4.323
123 H 3.089 1.183 -3.655
124 H 4.002 1.734 -5.120
125 H 4.780 2.631 -2.517
126 H 5.411 3.398 -4.000
127 H 5.425 4.980 -2.095
128 H 3.699 4.817 -1.852
129 H 4.223 5.442 -3.415
130 C -2.835 4.133 4.864
131 C -2.574 4.076 3.363
132 O -3.750 3.680 2.708
133 C -3.500 3.501 1.313
134 C -4.783 2.941 0.711
135 H -3.786 4.634 5.047
136 H -2.968 3.116 5.232
137 H -2.097 4.679 5.452
138 H -2.225 5.061 3.051
139 H -1.715 3.430 3.181
140 H -3.195 4.353 0.706
141 H -2.706 2.760 1.218
142 H -4.648 2.665 -0.335
143 H -5.517 3.743 0.634
144 H -5.206 2.198 1.388
145 C 3.572 -3.103 -4.893
146 C 3.593 -1.755 -5.578
147 O 2.568 -1.478 -6.502
148 C 2.662 -2.075 -7.775
149 C 1.426 -1.560 -8.593
150 H 3.666 -3.867 -5.665
151 H 4.452 -3.190 -4.256
152 H 2.629 -3.274 -4.374
153 H 3.414 -1.035 -4.779
154 H 4.552 -1.500 -6.028
155 H 3.573 -1.806 -8.308
156 H 2.545 -3.150 -7.636
157 H 0.478 -1.981 -8.258
158 H 1.552 -1.743 -9.660
159 H 1.306 -0.489 -8.431
160 C 0.359 -5.422 -2.208
161 C 0.347 -6.636 -1.300
162 O 1.031 -7.708 -1.971
163 C 1.256 -8.783 -1.078
164 C 1.797 -9.927 -1.957
165 H -0.158 -5.642 -3.141
166 H -0.097 -4.540 -1.760
167 H 1.370 -5.073 -2.418
168 H 0.741 -6.290 -0.345
169 H -0.673 -7.012 -1.213
170 H 1.952 -8.502 -0.287
171 H 0.293 -9.048 -0.642
172 H 2.761 -9.630 -2.370
173 H 1.147 -10.233 -2.777
174 H 1.927 -10.828 -1.359

Molecular formula: C46H117N7O16
Method: DFT, wB97M-V/def2-TZVPD

Calculated values
- SMILES = COCCNCCOC.COCCNCCOC.COCCNCCOC.COCCNCCOC.COCCNCCOC.COCCNCCOC.COCCNCCOC.CCO.CCO
- DFT total energy (Eh) = -3409.64901
- E_HOMO (eV) = -8.44
- frontier orbital gap (eV) = 8.892

Positions of all 186 atoms, in Å:
1 C -5.090 4.704 -3.523
2 O -3.854 4.012 -3.476
3 C -3.015 4.080 -2.329
4 C -2.286 5.392 -2.060
5 N -1.172 5.197 -1.116
6 C -0.574 6.494 -0.787
7 C 0.495 6.879 -1.790
8 O 1.692 6.118 -1.625
9 C 2.642 6.506 -2.616
10 H -5.316 4.890 -4.570
11 H -5.065 5.689 -3.039
12 H -5.892 4.104 -3.077
13 H -2.249 3.330 -2.547
14 H -3.561 3.788 -1.414
15 H -2.942 6.144 -1.616
16 H -1.940 5.815 -3.024
17 H -0.447 4.644 -1.569
18 H -0.147 6.491 0.220
19 H -1.362 7.249 -0.859
20 H 0.710 7.956 -1.679
21 H 0.100 6.753 -2.813
22 H 2.614 7.592 -2.786
23 H 2.402 6.044 -3.583
24 H 3.631 6.214 -2.261
25 C 3.233 4.980 2.326
26 O 1.858 4.942 2.665
27 C 1.032 4.227 1.753
28 C -0.318 4.117 2.429
29 N -1.369 3.688 1.521
30 C -2.674 3.894 2.129
31 C -2.979 2.837 3.170
32 O -4.374 2.790 3.445
33 C -4.707 1.670 4.247
34 H 3.753 5.588 3.067
35 H 3.396 5.421 1.326
36 H 3.686 3.978 2.347
37 H 1.448 3.227 1.537
38 H 0.980 4.779 0.801
39 H -0.538 5.098 2.899
40 H -0.223 3.395 3.255
41 H -1.318 4.212 0.643
42 H -3.425 3.813 1.334
43 H -2.790 4.915 2.532
44 H -2.429 3.023 4.107
45 H -2.655 1.862 2.773
46 H -4.225 1.704 5.237
47 H -4.386 0.726 3.779
48 H -5.781 1.691 4.411
49 C 1.003 -2.621 -0.471
50 O 0.570 -3.938 -0.185
51 C 0.418 -4.760 -1.342
52 C 1.764 -5.273 -1.872
53 N 2.425 -6.112 -0.886
54 C 3.840 -6.350 -1.180
55 C 4.444 -7.273 -0.108
56 O 4.197 -6.764 1.219
57 C 4.249 -7.710 2.283
58 H 0.359 -2.157 -1.231
59 H 2.049 -2.584 -0.799
60 H 0.923 -2.043 0.446
61 H -0.110 -4.213 -2.136
62 H -0.157 -5.625 -0.988
63 H 2.401 -4.412 -2.176
64 H 1.585 -5.885 -2.767
65 H 2.401 -5.680 0.033
66 H 4.411 -5.402 -1.231
67 H 3.916 -6.830 -2.165
68 H 5.530 -7.366 -0.260
69 H 3.993 -8.267 -0.195
70 H 3.303 -8.260 2.362
71 H 4.389 -7.150 3.210
72 H 5.076 -8.422 2.150
73 C -6.339 1.032 -3.462
74 O -6.846 -0.234 -3.088
75 C -5.872 -1.268 -3.070
76 C -6.502 -2.566 -2.585
77 N -7.028 -2.549 -1.213
78 C -6.017 -2.331 -0.176
79 C -4.862 -3.286 -0.079
80 O -3.956 -2.973 -1.115
81 C -2.811 -3.782 -1.169
82 H -5.622 1.408 -2.712
83 H -7.199 1.699 -3.519
84 H -5.843 0.988 -4.447
85 H -5.019 -0.973 -2.438
86 H -5.474 -1.422 -4.087
87 H -5.756 -3.357 -2.707
88 H -7.333 -2.824 -3.249
89 H -7.676 -1.764 -1.151
90 H -6.549 -2.331 0.781
91 H -5.531 -1.338 -0.281
92 H -5.163 -4.351 -0.117
93 H -4.361 -3.117 0.894
94 H -1.942 -3.154 -1.391
95 H -2.887 -4.535 -1.963
96 H -2.601 -4.305 -0.224
97 C -1.029 1.047 5.729
98 O -1.595 0.124 4.821
99 C -0.607 -0.567 4.051
100 C -1.270 -1.658 3.235
101 N -1.797 -2.684 4.100
102 C -2.251 -3.911 3.459
103 C -2.205 -5.132 4.353
104 O -3.321 -5.140 5.230
105 C -3.159 -6.071 6.282
106 H -1.835 1.657 6.132
107 H -0.293 1.699 5.231
108 H -0.511 0.524 6.549
109 H 0.147 -1.004 4.732
110 H -0.147 0.175 3.369
111 H -0.500 -2.081 2.569
112 H -2.037 -1.172 2.600
113 H -2.536 -2.322 4.702
114 H -1.573 -4.085 2.608
115 H -3.290 -3.855 3.078
116 H -1.264 -5.179 4.925
117 H -2.209 -6.047 3.721
118 H -2.241 -5.845 6.853
119 H -3.099 -7.102 5.884
120 H -4.033 -5.955 6.916
121 C 2.567 -0.160 2.776
122 O 3.879 0.145 2.356
123 C 4.109 -0.012 0.954
124 C 5.392 0.704 0.620
125 N 6.568 0.077 1.221
126 C 7.752 0.864 0.927
127 C 8.974 0.212 1.516
128 O 9.153 0.456 2.907
129 C 8.549 -0.511 3.735
130 H 1.829 0.551 2.367
131 H 2.583 -0.137 3.873
132 H 2.239 -1.145 2.400
133 H 3.261 0.389 0.369
134 H 4.227 -1.090 0.724
135 H 5.311 1.765 0.944
136 H 5.546 0.668 -0.470
137 H 6.391 0.004 2.218
138 H 7.669 1.919 1.260
139 H 7.882 0.870 -0.164
140 H 9.874 0.605 1.026
141 H 8.913 -0.868 1.316
142 H 7.449 -0.519 3.717
143 H 8.829 -0.286 4.766
144 H 8.854 -1.536 3.462
145 C 1.002 -2.947 -5.079
146 O 0.868 -2.057 -3.988
147 C 1.346 -0.738 -4.273
148 C 1.443 0.036 -2.948
149 N 1.629 1.486 -3.066
150 C 1.556 2.179 -1.762
151 C 2.660 3.205 -1.709
152 O 3.936 2.554 -1.653
153 C 4.972 3.486 -1.907
154 H 0.617 -3.910 -4.727
155 H 2.059 -3.070 -5.367
156 H 0.464 -2.554 -5.967
157 H 0.640 -0.227 -4.943
158 H 2.326 -0.803 -4.779
159 H 2.230 -0.431 -2.320
160 H 0.515 -0.145 -2.405
161 H 2.591 1.593 -3.402
162 H 1.628 1.481 -0.908
163 H 0.590 2.685 -1.649
164 H 2.560 3.850 -0.833
165 H 2.632 3.830 -2.620
166 H 4.949 3.851 -2.953
167 H 5.913 2.976 -1.698
168 H 4.863 4.385 -1.281
169 C -2.223 -1.459 -4.141
170 C -2.332 -0.062 -4.685
171 O -3.352 0.002 -5.686
172 H -2.040 -2.188 -4.935
173 H -3.162 -1.780 -3.679
174 H -1.396 -1.489 -3.429
175 H -1.382 0.254 -5.147
176 H -2.585 0.629 -3.863
177 H -3.285 0.847 -6.151
178 C -2.056 0.727 -0.967
179 C -1.685 0.248 0.408
180 O -0.604 1.006 0.915
181 H -2.905 0.131 -1.330
182 H -1.225 0.615 -1.673
183 H -2.380 1.772 -0.912
184 H -1.355 -0.802 0.375
185 H -2.561 0.326 1.085
186 H -0.963 1.894 1.166